(1)
23
Properties=species:S:1:pos:R:3 method="wB97M-V/def2-TZVPD" homo_ev=-7.42 e_tot_ev=-81056.148 molar_mass_g_mol=214.11 fmax_ev_per_a=3.7 de_lowest_ev=2.240 lumo_ev=-0.184
C -1.271 -2.048 1.493
C -2.151 -1.054 1.142
C 0.025 -1.621 1.282
C -1.383 0.088 0.781
C -2.800 2.193 0.896
C -1.805 1.421 0.381
C 2.787 -0.152 0.715
C 1.265 -0.015 -1.465
C 1.648 0.513 -0.091
N -0.076 -0.283 0.870
Br 1.736 2.369 -0.024
H -1.660 -2.850 2.022
H -3.240 -0.971 1.328
H 0.913 -2.219 1.572
H -3.265 3.088 0.353
H -3.330 1.953 1.784
H -1.432 1.796 -0.612
H 3.633 0.100 0.029
H 2.837 0.349 1.661
H 2.596 -1.159 0.899
H 1.608 0.690 -2.163
H 1.466 -1.139 -1.555
H 0.166 -0.030 -1.438

(2)
6
Properties=species:S:1:pos:R:3 method="wB97M-V/def2-TZVPD" homo_ev=-10.26 e_tot_ev=-4620.962 molar_mass_g_mol=45.04 fmax_ev_per_a=2.7 de_lowest_ev=2.459 lumo_ev=1.120
C -0.867 0.143 -0.010
N 0.154 -0.568 -0.048
O 1.337 0.206 -0.064
H -0.879 1.243 0.013
H -1.791 -0.528 -0.072
H 2.046 -0.496 0.180

(3)
32
Properties=species:S:1:pos:R:3 method="wB97M-V/def2-TZVPD" homo_ev="-14.80 / -16.86" e_tot_ev=-35653.706 charge=+2 molar_mass_g_mol=362.20 fmax_ev_per_a=10.7 de_lowest_ev=2.715 lumo_ev="-9.417 / -8.989"
O -1.926 -2.566 -0.022
C -1.227 -1.632 0.001
Y -0.223 0.192 0.219
O 2.096 -1.445 1.942
C 1.341 -0.919 1.223
C 1.124 1.714 -0.066
O 1.776 2.663 -0.119
C -1.477 1.042 -1.386
O -1.205 2.112 -1.809
C 0.821 -0.599 -1.760
O 1.282 -0.970 -2.781
H -2.364 0.399 -1.499
C 1.806 1.725 5.866
C 0.321 1.534 5.581
N 0.075 1.404 4.063
C -0.518 0.450 3.507
S -1.541 1.034 1.996
N -0.674 -0.768 3.757
C 0.200 -1.616 4.712
C -0.635 -2.185 5.846
H 2.387 0.900 5.467
H 1.929 1.763 6.935
H 2.151 2.650 5.432
H -0.080 0.625 6.024
H -0.248 2.370 5.962
H 0.251 2.364 3.631
H -1.364 -1.424 3.277
H 0.666 -2.406 4.133
H 0.987 -0.944 5.048
H -1.379 -2.861 5.458
H 0.028 -2.718 6.503
H -1.127 -1.392 6.400

(4)
60
Properties=species:S:1:pos:R:3 method="wB97M-V/def2-TZVPD" homo_ev="-1.75 / -1.52" e_tot_ev=-106470.361 s2=2.464 charge=-1 molar_mass_g_mol=562.33 multiplicity=3 fmax_ev_per_a=8.8 de_lowest_ev=3.173 lumo_ev="2.341 / 2.341"
C -5.323 -5.004 0.446
C -4.622 -3.911 -0.388
C -4.261 -5.673 1.315
C -2.870 -5.251 0.745
H -4.357 -6.763 1.260
H -4.362 -5.360 2.367
C -3.190 -4.385 -0.575
H -4.619 -3.000 0.210
H -5.196 -3.714 -1.308
C -2.189 -3.332 -1.093
H -3.259 -5.101 -1.407
H -2.318 -6.132 0.363
C -2.043 -4.712 1.811
C -6.487 -4.450 1.264
C -6.039 -6.049 -0.400
O -6.112 -7.258 -0.109
O -6.460 -3.354 1.833
O -7.546 -5.264 1.296
O -6.615 -5.560 -1.498
C -7.335 -6.551 -2.239
H -7.808 -5.999 -3.049
H -8.082 -7.032 -1.598
H -6.645 -7.308 -2.620
C -8.660 -4.758 2.038
H -8.355 -4.456 3.046
H -9.372 -5.579 2.072
H -9.090 -3.892 1.517
O -1.587 -2.411 -0.218
H -2.710 -2.648 -1.788
H -1.372 -3.898 -1.578
C -0.581 -4.878 1.690
C -2.584 -3.663 2.710
H -2.804 -4.184 3.665
H -3.511 -3.147 2.384
H -1.863 -2.859 2.960
H 0.021 -4.026 2.075
H -0.211 -5.050 0.660
H -0.348 -5.766 2.299
Mo -0.360 -1.161 0.105
C 1.885 -0.889 -0.742
C 1.372 -2.168 -1.185
C 0.234 -1.916 -2.027
H 1.812 -3.127 -0.989
C 0.001 -0.505 -2.041
C 1.034 0.124 -1.262
H 1.213 1.193 -1.159
H 2.790 -0.728 -0.179
H -0.296 -2.650 -2.614
H -0.767 -0.004 -2.640
C -1.034 0.507 2.196
C -0.562 1.351 1.171
C -1.288 1.056 -0.032
H 0.154 2.162 1.285
C -2.266 0.034 0.273
C -2.048 -0.350 1.656
H -2.718 -0.991 2.219
H -0.755 0.554 3.246
H -1.299 1.644 -0.941
H -3.070 -0.301 -0.374
Br 1.086 -1.795 2.113

(5)
113
Properties=species:S:1:pos:R:3 method="wB97M-V/def2-TZVPD" homo_ev="-14.50 / -14.50" e_tot_ev=-99934.796 charge=+3 molar_mass_g_mol=1026.22 fmax_ev_per_a=1.6 de_lowest_ev=1.145 lumo_ev="-10.421 / -10.369"
Os -0.023 0.071 0.182
O -0.429 -0.002 3.297
N 0.541 0.026 2.285
C 1.681 -0.046 2.904
C 3.055 -0.110 2.483
C 3.965 -0.138 3.552
C 5.328 -0.203 3.321
C 5.796 -0.247 2.017
C 4.902 -0.228 0.952
C 3.535 -0.161 1.172
P 2.469 -0.120 -0.274
C 2.907 -1.664 -1.128
C 3.069 -1.791 -2.511
C 3.411 -3.017 -3.060
C 3.583 -4.126 -2.244
C 3.420 -4.009 -0.871
C 3.088 -2.786 -0.314
C 3.072 1.347 -1.139
C 2.595 2.586 -0.710
C 3.097 3.756 -1.252
C 4.084 3.699 -2.228
C 4.584 2.473 -2.639
C 4.090 1.297 -2.092
H -1.305 -0.084 2.873
H 1.561 -0.099 3.983
H 3.598 -0.109 4.568
H 6.016 -0.221 4.153
H 6.857 -0.297 1.822
H 5.289 -0.271 -0.057
H 2.950 -0.944 -3.168
H 3.553 -3.102 -4.127
H 3.859 -5.076 -2.676
H 3.572 -4.868 -0.234
H 2.994 -2.707 0.762
H 1.846 2.651 0.075
H 2.728 4.713 -0.912
H 4.475 4.611 -2.656
H 5.369 2.428 -3.380
H 4.512 0.354 -2.407
C -7.508 -1.615 3.363
S -5.975 -1.344 4.285
C -5.662 0.423 3.941
C -4.236 0.621 3.438
C -4.050 -0.047 2.093
N -2.658 0.025 1.593
P -1.899 -1.213 0.669
C -3.160 -1.986 -0.350
C -3.600 -1.528 -1.590
C -4.653 -2.149 -2.233
C -5.277 -3.243 -1.649
C -4.833 -3.727 -0.431
C -3.767 -3.120 0.213
C -1.199 -2.486 1.703
C -1.748 -2.802 2.952
C -1.202 -3.833 3.695
C -0.120 -4.551 3.196
C 0.419 -4.244 1.955
C -0.117 -3.211 1.203
P -1.859 1.367 0.915
C -3.055 2.303 -0.060
C -3.627 3.407 0.591
C -4.665 4.109 0.000
C -5.137 3.737 -1.246
C -4.576 2.654 -1.906
C -3.548 1.941 -1.317
C -1.180 2.613 2.016
C -1.258 2.661 3.407
C -0.652 3.700 4.097
C 0.043 4.685 3.409
C 0.119 4.648 2.024
C -0.490 3.620 1.329
H -7.817 -2.638 3.570
H -7.368 -1.496 2.291
H -8.289 -0.946 3.712
H -5.807 0.994 4.856
H -6.391 0.777 3.212
H -3.548 0.185 4.170
H -4.009 1.691 3.373
H -4.725 0.373 1.339
H -4.293 -1.109 2.186
H -3.104 -0.707 -2.079
H -4.977 -1.792 -3.199
H -6.097 -3.731 -2.157
H -5.301 -4.592 0.015
H -3.420 -3.537 1.145
H -2.588 -2.246 3.349
H -1.623 -4.082 4.659
H 0.293 -5.364 3.775
H 1.244 -4.822 1.566
H 0.295 -3.004 0.218
H -3.270 3.725 1.558
H -5.097 4.955 0.513
H -5.938 4.294 -1.709
H -4.935 2.370 -2.884
H -3.128 1.110 -1.855
H -1.810 1.922 3.963
H -0.735 3.746 5.172
H 0.507 5.494 3.955
H 0.632 5.434 1.489
H -0.449 3.627 0.244
C -0.914 -0.701 -3.298
C 0.180 0.186 -2.731
C 0.767 1.105 -3.812
C -0.265 1.120 -1.580
H -0.509 -1.304 -4.109
H -1.727 -0.106 -3.717
H -1.326 -1.394 -2.563
H 0.972 -0.486 -2.392
H 0.011 1.801 -4.171
H 1.100 0.508 -4.660
H 1.611 1.685 -3.445
H -1.235 1.551 -1.782
H 0.442 1.952 -1.522

(6)
11
Properties=species:S:1:pos:R:3 method="wB97M-V/def2-TZVPD" homo_ev=-8.79 e_tot_ev=-18023.423 molar_mass_g_mol=112.16 fmax_ev_per_a=6.0 de_lowest_ev=4.817 lumo_ev=-0.449
C 2.470 0.165 0.148
C 1.084 0.195 0.272
C 0.287 1.406 0.020
N -1.058 1.440 -0.277
N -2.019 0.437 0.260
C -1.500 -0.768 -0.017
S 0.163 -1.292 -0.139
H 3.332 -0.538 -0.144
H 3.020 1.219 -0.120
H 0.814 2.344 -0.374
H -2.283 -1.474 0.448

(7)
25
Properties=species:S:1:pos:R:3 method="wB97M-V/def2-TZVPD" homo_ev=-13.03 e_tot_ev=-12521.452 charge=+1 molar_mass_g_mol=143.21 fmax_ev_per_a=6.4 de_lowest_ev=3.212 lumo_ev=-3.086
C 0.021 0.547 -2.120
C -0.231 1.865 -1.400
C -1.205 -1.464 0.546
C 0.865 -2.135 -0.716
C -0.535 0.596 -0.784
C -1.020 0.062 0.329
C -1.487 0.912 1.538
N 1.782 0.750 1.286
N -0.451 -2.161 -0.502
O 1.698 -1.447 -0.161
H -0.477 0.501 -3.009
H 1.083 0.107 -2.138
H 0.697 2.355 -1.170
H -1.035 2.532 -1.789
H -0.530 -1.717 1.482
H -2.182 -1.765 0.658
H 1.302 -2.874 -1.391
H -2.269 0.295 2.102
H -1.756 1.924 1.189
H -0.606 0.915 2.197
H 2.745 0.816 0.967
H 1.393 1.670 1.050
H -0.881 -2.829 -1.015
H 1.791 0.538 2.253
H 1.288 0.008 0.600

(8)
47
Properties=species:S:1:pos:R:3 method="wB97M-V/def2-TZVPD" homo_ev=-3.57 e_tot_ev=-48946.007 charge=-1 molar_mass_g_mol=640.39 fmax_ev_per_a=0.1 de_lowest_ev=0.000 lumo_ev=3.024
Pd 0.774 1.859 0.525
C 3.886 0.031 -1.357
Sb 3.171 1.143 0.350
C 5.077 2.084 0.737
C 3.490 -0.530 1.714
C 3.572 -0.114 3.147
C 4.820 0.264 3.653
C 4.998 0.671 4.963
C 3.905 0.698 5.818
C 2.664 0.319 5.338
C 2.461 -0.082 4.013
C 1.071 -0.444 3.594
Sb -0.042 1.279 2.838
C -1.961 0.410 3.259
C 0.048 2.389 4.688
H 4.831 -0.467 -1.130
H 4.025 0.707 -2.201
H 3.134 -0.708 -1.631
H 5.885 1.355 0.657
H 5.082 2.528 1.732
H 5.229 2.872 -0.001
H 4.418 -1.016 1.404
H 2.665 -1.214 1.519
H 5.674 0.228 2.986
H 5.982 0.957 5.315
H 4.017 1.003 6.851
H 1.810 0.329 6.006
H 0.505 -0.829 4.445
H 1.042 -1.187 2.798
H -1.980 0.014 4.276
H -2.125 -0.385 2.532
H -2.742 1.162 3.143
H -0.287 1.777 5.527
H -0.599 3.262 4.600
H 1.069 2.726 4.865
O -1.921 -0.358 0.011
N -2.671 0.684 -0.079
C -3.924 0.618 0.442
C -4.798 1.675 0.429
C -4.383 2.872 -0.149
C -3.118 2.934 -0.687
C -2.224 1.851 -0.675
S -0.666 1.934 -1.413
H -4.148 -0.348 0.867
H -5.780 1.553 0.865
H -5.038 3.734 -0.179
H -2.750 3.840 -1.147

(9)
60
Properties=species:S:1:pos:R:3 method="wB97M-V/def2-TZVPD" homo_ev="-11.40 / -11.40" e_tot_ev=-120671.066 charge=+1 molar_mass_g_mol=720.69 fmax_ev_per_a=1.5 de_lowest_ev=1.946 lumo_ev="-4.336 / -4.334"
Ir 0.113 0.645 0.915
C -3.453 -2.542 -3.294
C -1.944 -2.406 -3.440
N -1.269 -2.416 -2.132
C -0.696 -3.699 -1.714
C 0.691 -3.908 -2.309
C -1.231 -1.315 -1.396
S -0.574 -1.475 0.217
N -1.770 -0.224 -1.920
C -1.809 0.975 -1.398
O -1.315 1.378 -0.286
C -2.517 2.014 -2.181
C -2.477 3.343 -1.757
C -3.094 4.328 -2.509
C -3.756 3.993 -3.682
C -3.819 2.668 -4.093
C -3.202 1.679 -3.347
H -3.920 -2.545 -4.280
H -3.857 -1.707 -2.723
H -3.715 -3.472 -2.789
H -1.693 -1.480 -3.950
H -1.545 -3.243 -4.011
H -1.380 -4.484 -2.038
H -0.638 -3.737 -0.630
H 0.668 -3.831 -3.397
H 1.062 -4.896 -2.042
H 1.381 -3.157 -1.925
H -1.955 3.593 -0.845
H -3.051 5.360 -2.187
H -4.224 4.764 -4.279
H -4.339 2.406 -5.004
H -3.249 0.645 -3.657
N -0.905 0.798 2.790
C -0.584 -0.309 3.674
C -1.558 -0.831 4.507
C -1.238 -1.883 5.352
C 0.040 -2.420 5.349
C 1.012 -1.893 4.508
C 0.701 -0.834 3.672
H -1.910 0.930 2.715
H -0.487 1.668 3.120
H -2.555 -0.405 4.517
H -1.989 -2.284 6.018
H 0.286 -3.244 6.004
H 2.013 -2.302 4.505
H 1.457 -0.403 3.026
Br 6.287 5.050 1.732
C 5.756 3.249 1.510
C 6.722 2.256 1.451
C 6.334 0.934 1.277
C 4.993 0.610 1.150
C 4.039 1.618 1.229
C 4.411 2.946 1.418
C 2.610 1.279 1.129
O 1.736 1.876 1.840
O 2.216 0.361 0.341
H 7.768 2.515 1.536
H 7.087 0.158 1.240
H 4.680 -0.414 0.999
H 3.659 3.720 1.478

(10)
55
Properties=species:S:1:pos:R:3 method="wB97M-V/def2-TZVPD" homo_ev="0.54 / -2.15" e_tot_ev=-90734.770 s2=3.829 charge=-2 molar_mass_g_mol=583.29 multiplicity=4 fmax_ev_per_a=2.0 lumo_ev="4.751 / 4.745"
V 0.735 0.820 1.192
O 2.368 1.504 1.947
C 3.107 2.254 1.128
C 3.725 3.404 1.614
C 4.524 4.213 0.809
C 4.738 3.874 -0.522
C 4.151 2.724 -1.030
C 3.337 1.890 -0.247
C 2.831 0.656 -0.769
N 1.907 -0.040 -0.083
N 1.730 -1.352 -0.313
C 0.898 -1.834 0.590
O 0.446 -1.028 1.569
C 0.486 -3.217 0.550
C 0.869 -4.073 -0.500
C 0.459 -5.392 -0.519
C -0.349 -5.909 0.497
C -0.735 -5.069 1.535
C -0.326 -3.744 1.567
H 3.548 3.656 2.654
H 4.972 5.109 1.224
H 5.349 4.502 -1.161
H 4.316 2.448 -2.068
H 3.268 0.212 -1.660
H 1.486 -3.665 -1.290
H 0.763 -6.033 -1.340
H -0.675 -6.942 0.471
H -1.366 -5.452 2.330
H -0.626 -3.094 2.379
O -1.056 4.198 1.554
P -1.026 3.095 0.390
O -1.627 3.619 -0.851
O 0.408 2.551 0.299
O -1.936 1.865 0.982
P -1.852 1.391 2.567
O -2.092 -0.190 2.456
O -2.927 2.005 3.362
O -0.389 1.667 2.910
H -0.695 3.797 2.362
H -1.292 -0.669 2.150
N -1.582 1.087 -2.827
C -0.578 0.963 -1.908
N -0.823 0.079 -0.989
C -2.093 -0.404 -1.287
C -2.856 -1.365 -0.632
C -4.105 -1.662 -1.149
C -4.595 -1.018 -2.296
C -3.844 -0.061 -2.958
C -2.593 0.232 -2.429
H -1.693 1.898 -3.409
H 0.314 1.573 -1.945
H -2.481 -1.846 0.262
H -4.726 -2.396 -0.651
H -5.579 -1.275 -2.672
H -4.222 0.441 -3.842